(1)
A single C22H21N5O molecule, computed with the ωB97M-V functional and the def2-TZVPD basis.

Last column: natural (NBO) charge in e.
Element x y z (Å)
C  -2.345  0.867  -0.380  -0.257
O  -2.725  0.599  -1.706  -0.531
C  -3.187  -0.764  -2.058  0.088
C  -3.605  -1.814  -1.028  -0.231
N  -2.497  -2.717  -1.553  -0.463
C  -1.757  -3.200  -0.529  0.379
C  -2.114  -4.416  0.063  -0.251
C  -1.399  -4.894  1.256  -0.110
C  -0.429  -4.042  1.802  -0.173
C  0.373  -4.287  2.944  0.090
N  1.047  -3.327  3.599  -0.412
C  1.213  -2.189  3.039  0.040
C  0.734  -1.868  1.786  -0.084
C  0.980  -0.620  1.155  0.031
C  0.612  0.615  1.759  -0.223
C  0.916  1.871  1.069  -0.188
C  1.686  1.829  -0.108  -0.043
C  2.306  3.021  -0.723  -0.146
C  3.488  3.265  -1.514  -0.041
N  3.798  4.521  -1.512  -0.239
N  2.773  5.242  -1.063  -0.186
C  2.942  6.568  -0.580  -0.402
C  1.821  4.291  -0.597  -0.053
C  2.104  0.568  -0.605  -0.199
C  1.664  -0.656  -0.091  -0.194
C  -0.122  -2.854  1.212  0.189
N  -0.797  -2.475  0.073  -0.471
C  -2.085  -1.682  -2.530  -0.234
H  -2.409  1.983  -0.105  0.179
H  -1.258  0.605  -0.181  0.188
H  -2.953  0.561  0.352  0.161
H  -3.978  -0.691  -2.804  0.183
H  -4.612  -2.282  -1.197  0.207
H  -3.425  -1.438  -0.083  0.204
H  -2.847  -4.965  -0.568  0.233
H  -1.669  -5.804  1.783  0.224
H  0.182  -5.240  3.482  0.185
H  1.637  -1.402  3.579  0.185
H  0.167  0.670  2.734  0.221
H  0.602  2.788  1.475  0.207
H  4.191  2.481  -1.791  0.206
H  3.236  6.625  0.469  0.201
H  3.659  7.133  -1.158  0.229
H  1.954  7.178  -0.714  0.209
H  0.797  4.319  -0.183  0.222
H  2.575  0.691  -1.529  0.203
H  2.106  -1.473  -0.791  0.243
H  -2.270  -1.858  -3.634  0.200
H  -1.078  -1.334  -2.315  0.225

The charge is 0. The SMILES is COC1CN(c2ccc3cncc(-c4ccc(-c5cnn(C)c5)cc4)c3n2)C1. As for the HOMO energy: -8.1 eV. The HOMO-LUMO gap comes out at 7.66 eV.

(2)
A single C5H7N molecule, computed with the ωB97M-V functional and the def2-TZVPD basis.

Last column: natural (NBO) charge in e.
Element x y z (Å)
C  -1.290  -1.622  -0.308  -0.361
C  -0.263  -0.801  -0.522  -0.180
C  0.237  0.199  0.483  -0.350
C  1.512  0.918  0.068  -0.591
C  -0.954  1.110  0.396  0.286
N  -1.817  1.863  0.418  -0.336
H  -1.841  -1.633  0.622  0.198
H  -1.621  -2.306  -1.068  0.208
H  0.267  -0.808  -1.467  0.209
H  0.286  -0.219  1.495  0.252
H  1.431  1.305  -0.953  0.220
H  1.695  1.767  0.730  0.227
H  2.357  0.226  0.106  0.219

The charge is 0. The SMILES is C=C[C@@H](C)C#N. As for the HOMO energy: -10.0 eV. The HOMO-LUMO gap comes out at 10.99 eV.

(3)
A molecular structure, C3H10N4, computed with the ωB97M-V functional and the def2-TZVPD basis.

Last column: natural (NBO) charge in e.
Element x y z (Å)
C  -0.598  -1.180  0.094  0.018
N  -1.794  -0.651  0.528  -0.818
C  0.770  1.093  -1.608  -0.066
C  -0.388  -1.727  -1.106  -0.515
N  -0.132  1.333  -0.781  -0.647
H  -1.775  -0.249  1.451  0.364
H  -2.225  -0.010  -0.135  0.394
H  0.656  1.430  -2.643  0.151
H  1.708  0.557  -1.409  0.118
H  -1.134  -1.680  -1.882  0.195
H  0.552  -2.169  -1.381  0.199
N  1.213  0.170  2.020  -0.262
N  0.740  1.330  1.741  -0.340
H  0.036  1.610  2.428  0.346
H  1.918  -0.059  1.308  0.327
H  0.136  -1.301  0.936  0.179
H  0.315  1.501  0.439  0.357

The charge is 0. As for the HOMO energy (alpha / beta): -7.9 / -7.9 eV. The HOMO-LUMO gap (alpha / beta) comes out at 7.03 / 7.03 eV.

(4)
A molecular structure, C31H35BClF4INO3S5SbV, computed with the ωB97M-V functional and the def2-TZVPD basis.

Last column: Mulliken spin population.
Element x y z (Å)
V  0.896  0.122  -0.668  2.916
I  0.254  -1.029  -3.119  -0.009
C  2.312  -1.075  -3.540  -0.042
C  2.692  -1.252  -4.840  0.000
C  4.060  -1.409  -5.152  -0.007
C  4.985  -1.426  -4.151  0.008
C  4.601  -1.252  -2.797  -0.004
C  5.565  -1.306  -1.761  0.033
C  5.176  -1.111  -0.468  -0.020
C  3.828  -0.815  -0.164  0.091
C  2.823  -0.737  -1.108  -0.030
C  3.238  -1.020  -2.457  -0.065
H  1.951  -1.282  -5.627  0.001
H  4.362  -1.527  -6.186  -0.001
H  6.037  -1.570  -4.375  0.000
H  6.601  -1.502  -2.017  0.003
H  5.909  -1.157  0.331  -0.001
H  3.591  -0.593  0.874  0.014
C  -1.814  -4.379  -3.680  0.000
S  -2.871  -3.298  -4.670  0.000
C  -4.237  -3.127  -3.592  0.000
C  -4.218  -2.466  -2.399  -0.001
S  -2.934  -1.663  -1.608  0.006
S  -5.776  -2.508  -1.577  0.000
C  -6.691  -3.414  -2.720  0.000
S  -8.301  -3.794  -2.536  0.000
S  -5.742  -3.882  -4.062  0.000
H  -0.872  -4.490  -4.218  0.000
H  -2.278  -5.355  -3.541  0.000
H  -1.624  -3.902  -2.719  0.001
C  -4.377  1.633  0.272  0.008
C  -3.203  1.265  1.184  0.027
C  -3.483  -0.042  1.938  0.004
C  -2.868  2.393  2.165  0.008
C  -2.016  1.038  0.352  0.057
N  -1.079  0.799  -0.259  -0.029
H  -5.269  1.778  0.886  0.000
H  -4.566  0.835  -0.447  -0.002
H  -4.171  2.555  -0.273  0.000
H  -4.350  0.106  2.587  0.001
H  -2.622  -0.315  2.550  0.001
H  -3.690  -0.851  1.236  -0.001
H  -3.737  2.583  2.800  0.000
H  -2.616  3.311  1.632  0.001
H  -2.017  2.116  2.791  0.000
C  -1.285  -3.203  1.487  0.003
Sb  0.427  -2.236  0.630  -0.019
C  1.758  -2.764  2.224  0.012
C  0.984  -3.892  -0.615  0.012
H  -1.143  -4.281  1.401  -0.001
H  -2.187  -2.910  0.953  -0.001
H  -1.366  -2.929  2.539  0.000
H  1.478  -3.752  2.594  -0.001
H  1.677  -2.031  3.026  0.000
H  2.779  -2.790  1.846  -0.003
H  1.110  -4.788  -0.006  -0.001
H  1.918  -3.651  -1.124  -0.001
H  0.207  -4.061  -1.360  0.000
F  1.749  1.890  -1.746  0.008
B  0.919  3.041  -2.093  0.008
F  1.706  3.917  -2.840  0.000
F  -0.168  2.578  -2.827  0.003
F  0.494  3.646  -0.905  0.000
C  2.318  4.232  1.842  -0.002
C  1.047  4.224  2.647  -0.001
C  0.056  5.156  2.338  0.000
C  -1.074  5.287  3.119  -0.001
Cl  -2.283  6.483  2.697  0.000
C  -1.273  4.490  4.232  0.001
C  -0.324  3.529  4.524  -0.001
C  0.817  3.377  3.741  0.000
O  1.679  2.408  4.185  0.000
C  2.256  1.464  3.275  0.004
C  1.247  0.834  2.291  0.007
O  0.285  0.216  2.760  0.005
O  1.528  0.999  1.065  -0.001
H  2.354  5.128  1.226  0.000
H  2.382  3.377  1.174  0.003
H  3.185  4.231  2.507  0.000
H  0.189  5.787  1.469  0.000
H  -2.161  4.603  4.838  0.000
H  -0.453  2.855  5.361  0.000
H  2.608  0.660  3.922  -0.002
H  3.098  1.893  2.738  -0.001

The charge is -2. As for the expectation value of S²: 3.764. As for the HOMO energy (alpha / beta): -2.4 / -2.6 eV. The HOMO-LUMO gap (alpha / beta) comes out at 6.32 / 6.57 eV. As for the spin multiplicity: 4.

(5)
3 unconnected molecules or ions with the total composition C11H22BrO8S2, computed with the ωB97M-V functional and the def2-TZVPD basis.

Last column: natural (NBO) charge in e.
Element x y z (Å)
C  -6.446  4.551  3.543  -0.739
C  -6.241  3.127  3.932  0.793
O  -7.047  2.495  4.539  -0.464
O  -5.013  2.482  3.567  -0.521
C  -5.120  1.719  2.441  -0.148
S  -4.091  2.341  0.995  0.516
S  -5.369  2.334  -0.601  0.061
Br  -3.545  4.411  1.357  0.114
H  -5.532  5.067  3.345  0.237
H  -6.915  5.018  4.383  0.276
H  -7.122  4.579  2.706  0.252
H  -6.138  1.624  2.105  0.219
H  -4.738  0.730  2.616  0.247
H  -6.487  2.747  0.023  0.155
C  1.459  -0.058  -2.040  -0.640
C  1.670  1.392  -1.667  -0.074
O  0.632  1.873  -0.788  -0.498
C  0.756  1.520  0.482  0.980
O  1.635  0.872  0.971  -0.627
O  -0.288  2.033  1.152  -0.524
C  -0.310  1.685  2.539  -0.259
H  0.462  -0.205  -2.457  0.205
H  2.197  -0.373  -2.776  0.235
H  1.553  -0.705  -1.170  0.227
H  1.612  2.025  -2.550  0.194
H  2.645  1.550  -1.209  0.201
H  0.634  1.927  3.019  0.216
H  -0.527  0.625  2.660  0.190
H  -1.103  2.273  2.996  0.173
C  5.090  -5.049  -4.286  -0.639
C  5.275  -3.611  -3.855  -0.071
O  4.215  -3.177  -2.986  -0.499
C  4.324  -3.572  -1.721  0.980
O  5.221  -4.213  -1.250  -0.639
O  3.264  -3.112  -1.056  -0.503
C  3.221  -3.504  0.318  -0.256
H  4.104  -5.189  -4.731  0.211
H  5.847  -5.324  -5.019  0.222
H  5.171  -5.726  -3.437  0.226
H  5.227  -2.949  -4.717  0.189
H  6.237  -3.458  -3.370  0.198
H  4.149  -3.253  0.825  0.202
H  3.026  -4.571  0.400  0.191
H  2.403  -2.951  0.770  0.191

The charge is +1. As for the HOMO energy: -12.2 eV. The HOMO-LUMO gap comes out at 6.42 eV.

(6)
2 unconnected molecules or ions with the total composition C25H46Cl2N4O7P, computed with the ωB97M-V functional and the def2-TZVPD basis.

Last column: Mulliken charge in e.
Element x y z (Å)
C  -0.944  1.545  2.239  -0.954
C  -1.074  1.729  0.613  -0.202
C  -0.528  0.399  -0.093  -0.755
C  -0.790  0.344  -1.714  0.063
C  0.222  1.492  -2.305  -1.322
C  1.786  1.117  -2.204  0.231
C  2.659  2.495  -2.074  -0.900
C  3.102  2.777  -0.537  -0.475
C  4.106  1.681  0.064  -0.301
C  4.361  2.002  1.646  -0.922
C  3.153  1.376  2.535  0.456
C  3.518  -0.039  3.207  -0.406
O  2.451  -0.485  4.132  -0.279
C  2.525  0.213  5.371  0.622
C  1.386  -0.118  6.479  -1.082
O  3.398  1.067  5.696  -0.541
C  -0.296  -1.032  -2.359  -0.175
C  0.747  -1.888  -1.437  0.057
O  1.974  -2.001  -1.839  -0.743
O  0.393  -2.558  -0.286  -0.628
N  -1.346  -2.033  -2.755  0.335
C  -2.556  -1.885  -1.910  -0.605
C  -3.599  -3.071  -1.915  -0.106
Cl  -5.083  -3.283  -2.977  -0.139
C  -3.403  -4.190  -1.021  0.014
C  -2.182  -4.354  -0.005  -0.656
Cl  -4.607  -5.602  -0.984  -0.226
C  -3.188  -0.387  -2.159  1.184
C  -3.673  -0.339  -3.676  -0.806
C  -5.196  0.014  -3.990  -0.557
N  -5.350  -0.159  -5.505  -0.619
C  -4.308  -0.363  -0.996  -0.008
O  -3.897  0.116  0.143  -0.581
O  -5.595  -0.830  -1.037  -0.733
N  -2.234  0.704  -1.870  1.292
P  -2.575  2.284  -2.456  0.585
N  -4.082  2.803  -2.487  -1.022
H  -0.010  2.135  2.580  0.157
H  -0.734  0.434  2.406  0.260
H  -1.905  1.927  2.724  0.370
H  -0.390  2.640  0.373  0.110
H  -2.143  2.025  0.356  0.327
H  0.581  0.309  0.180  0.067
H  -1.048  -0.484  0.450  0.417
H  0.151  2.478  -1.702  0.359
H  0.026  1.669  -3.436  0.261
H  2.111  0.604  -3.173  0.567
H  2.082  0.485  -1.305  -0.535
H  2.014  3.409  -2.378  0.297
H  3.633  2.414  -2.671  0.396
H  2.212  2.903  0.175  0.100
H  3.677  3.787  -0.522  0.389
H  3.716  0.603  0.038  0.153
H  5.136  1.661  -0.459  0.344
H  5.348  1.514  2.002  0.375
H  4.380  3.123  1.866  0.305
H  2.238  1.202  1.842  -0.472
H  2.822  2.091  3.376  0.438
H  4.561  -0.069  3.711  0.259
H  3.550  -0.852  2.382  0.250
H  1.398  -1.214  6.807  0.271
H  0.338  0.199  6.110  0.291
H  1.598  0.540  7.408  0.299
H  0.301  -0.832  -3.334  0.324
H  -0.968  -2.996  -2.580  0.656
H  -1.477  -1.977  -3.778  0.641
H  -2.182  -1.823  -0.810  -0.583
H  -2.075  -3.422  0.651  0.153
H  -2.271  -5.294  0.646  0.409
H  -1.236  -4.519  -0.655  0.168
H  -3.038  0.324  -4.390  0.166
H  -3.509  -1.396  -4.140  0.398
H  -5.519  1.087  -3.784  0.317
H  -5.969  -0.707  -3.541  0.226
H  -5.747  0.715  -5.905  0.249
H  -6.111  -0.854  -5.659  0.260
H  -1.858  3.254  -1.641  0.109
H  -2.087  2.355  -3.828  -0.001
H  -4.644  2.035  -2.093  0.339
C  5.442  -1.736  5.998  -0.458
O  5.847  -1.662  4.644  -0.483
H  4.724  -0.939  6.191  0.129
H  4.971  -2.704  6.188  0.240
H  6.309  -1.608  6.652  0.308
H  6.480  -2.377  4.496  0.289

The charge is -1. As for the HOMO energy: -5.0 eV. The HOMO-LUMO gap comes out at 7.09 eV.

Which energy relative to the best compared isomer or geometry (same formula, charge and spin) belongs to each record? In order, 145.6, 28.9, 119.5, 5.5, 4.9, 203.7 kcal per mole.
Which total energy belongs to each record? In order, -32647.3237, -6787.2599, -9228.4005, -158929.7383, -119848.6408, -81290.2336 eV.